1.
Computed, not measured: C32H31F6N6O3PdS3 as an isolated structure, with the ωB97M-V functional and the def2-TZVPD basis.

Summary:
Calculated total energy = -3712.7655 Eh
Maximum force = 4.89 eV Å⁻¹
Highest occupied orbital energy (spin up / spin down) = -14.715 / -14.767 eV
Multiplicity = 5
<S²> = 6.08
ΔE to the lowest compared entry with this formula, charge and spin = 349.6 kJ/mol
Gap between HOMO and LUMO (spin up / spin down) = 7.78 / 5.17 eV
Total charge = +3

The geometry in XYZ format:
```
82
Properties=species:S:1:pos:R:3:lowdin_spin:R:1
Pd 8.32 -15.61 15.56 1.3245
F 10.11 -19.38 21.10 0.0003
C 10.24 -18.02 20.95 0.0008
C 10.06 -17.48 19.72 -0.0011
C 10.43 -16.11 19.45 0.0036
C 10.09 -15.52 18.17 -0.0014
O 9.47 -16.28 17.33 0.0514
C 10.44 -14.13 18.12 0.0081
C 11.26 -13.54 19.08 0.0030
N 11.70 -14.19 20.23 0.0075
C 12.72 -13.72 21.01 0.0008
C 12.32 -12.75 22.14 0.0014
C 13.12 -12.22 21.00 0.0002
C 11.19 -15.49 20.44 -0.0005
C 11.34 -16.04 21.71 0.0013
C 10.72 -17.28 22.08 -0.0014
N 10.67 -17.76 23.36 -0.0010
C 10.17 -19.10 23.70 -0.0001
C 10.36 -19.35 25.20 0.0000
N 11.68 -18.76 25.73 0.0000
C 11.80 -17.27 25.52 0.0000
C 10.79 -16.82 24.47 -0.0001
C 9.93 -13.23 17.04 0.0095
O 10.48 -12.11 16.82 0.0456
O 8.85 -13.59 16.42 0.2559
H 9.64 -18.05 18.87 0.0000
H 11.63 -12.50 18.90 0.0003
H 13.52 -14.39 21.27 0.0002
H 12.85 -12.96 23.07 0.0001
H 11.24 -12.61 22.07 0.0000
H 14.17 -12.09 21.22 0.0000
H 12.60 -11.63 20.26 0.0000
H 12.06 -15.65 22.45 0.0001
H 10.76 -19.85 23.11 0.0000
H 9.12 -19.27 23.41 0.0000
H 10.42 -20.44 25.40 0.0000
H 9.56 -18.97 25.82 0.0000
H 12.49 -19.19 25.23 0.0000
H 11.80 -18.97 26.74 0.0000
H 12.81 -17.02 25.24 0.0000
H 11.52 -16.83 26.49 0.0000
H 11.15 -15.87 24.09 0.0000
H 9.80 -16.69 24.97 0.0000
S 6.59 -15.13 13.91 0.5707
C 7.93 -14.59 13.10 0.0508
N 9.02 -14.72 13.85 0.2047
C 10.21 -14.26 13.28 0.0795
C 11.48 -14.23 13.85 0.0463
C 12.49 -13.64 13.10 0.0273
C 12.30 -13.12 11.82 0.1153
C 11.01 -13.10 11.25 -0.0176
C 9.95 -13.66 11.99 0.1100
S 8.29 -13.80 11.53 0.0206
H 11.62 -14.55 14.87 0.0007
H 13.51 -13.50 13.53 -0.0001
H 13.11 -12.64 11.30 0.0052
H 10.78 -12.60 10.29 -0.0023
N 5.58 -19.90 17.95 0.0013
C 5.95 -18.41 18.28 0.0032
C 6.86 -17.88 17.16 0.0040
N 6.90 -16.39 16.99 0.0670
H 4.72 -20.25 18.39 0.0001
H 6.38 -20.50 18.21 0.0000
H 5.47 -19.98 16.95 0.0000
H 6.48 -18.35 19.29 0.0001
H 4.99 -17.87 18.33 0.0005
H 6.56 -18.20 16.16 -0.0008
H 7.88 -18.19 17.29 -0.0001
H 7.17 -15.86 17.82 0.0013
H 5.99 -16.07 16.63 0.0003
F 0.08 -16.55 14.14 0.0339
C 1.37 -16.92 13.82 0.1178
C 2.34 -17.29 14.78 -0.0104
F 1.99 -17.16 16.09 -0.0090
C 3.58 -17.82 14.39 0.0814
F 4.38 -18.27 15.41 0.0166
C 4.00 -17.95 13.06 0.0812
S 5.35 -18.75 12.57 0.5945
C 3.11 -17.35 12.15 0.1044
F 3.40 -17.32 10.83 0.0282
C 1.86 -16.82 12.52 -0.0218
F 1.06 -16.16 11.65 -0.0138
```

***

2.
Computed, not measured: C32H31IrO12P3 as an isolated structure, with the ωB97M-V functional and the def2-TZVPD basis.

Summary:
Calculated total energy = -3269.6079 Eh
Maximum force = 0.98 eV Å⁻¹
Highest occupied orbital energy (spin up / spin down) = -7.171 / -7.000 eV
Multiplicity = 2
<S²> = 0.75
ΔE to the lowest compared entry with this formula, charge and spin = 18.8 kJ/mol
Gap between HOMO and LUMO (spin up / spin down) = 7.63 / 7.33 eV
Total charge = 0

The geometry in XYZ format:
```
79
Properties=species:S:1:pos:R:3:lowdin_spin:R:1
Ir 0.36 -1.11 -0.56 0.8524
O 0.39 -1.71 4.23 0.0000
C -0.51 -1.23 3.62 0.0000
O -0.52 0.09 3.27 0.0001
C -1.81 -1.89 3.21 0.0002
C -1.69 -2.92 2.08 0.0036
C -3.06 -3.60 1.93 0.0012
C -3.88 -2.46 1.27 0.0008
C -2.82 -1.36 1.13 0.0026
O -1.64 -2.13 0.89 0.0415
C -2.61 -0.77 2.54 0.0000
C -1.76 0.45 2.78 0.0000
O -2.06 1.59 2.68 0.0000
O -0.72 0.50 0.12 0.0036
H -2.26 -2.34 4.09 0.0001
H -0.82 -3.57 2.13 0.0001
H -2.97 -4.45 1.26 0.0000
H -3.47 -3.95 2.87 0.0004
H -4.25 -2.75 0.29 0.0000
H -4.74 -2.14 1.87 0.0002
H -2.96 -0.64 0.33 0.0005
H -3.58 -0.55 2.99 0.0000
C -3.47 4.86 0.39 -0.0001
C -3.79 3.59 -0.08 0.0000
C -2.79 2.68 -0.35 -0.0001
C -1.45 3.03 -0.16 0.0000
C -1.14 4.31 0.29 0.0000
C -2.15 5.22 0.57 0.0000
P -0.24 1.75 -0.57 0.0084
C 1.36 2.29 0.02 0.0037
C 2.48 2.23 -0.82 0.0029
C 3.73 2.57 -0.32 0.0000
C 3.86 2.95 1.01 0.0012
C 2.76 2.98 1.85 0.0002
C 1.51 2.65 1.35 0.0009
C -0.23 1.68 -2.36 0.0041
C -0.19 2.89 -3.01 -0.0008
C -0.38 2.95 -4.40 0.0007
C -0.69 1.80 -5.08 -0.0008
C -0.74 0.54 -4.44 0.0003
C -1.06 -0.62 -5.17 -0.0019
C -1.06 -1.84 -4.54 0.0001
C -0.71 -1.94 -3.18 -0.0002
C -0.37 -0.84 -2.41 0.0076
C -0.45 0.45 -3.05 0.0041
H -4.26 5.57 0.60 0.0000
H -4.83 3.31 -0.23 0.0000
H -3.03 1.69 -0.71 0.0000
H -0.10 4.60 0.43 0.0000
H -1.89 6.21 0.93 0.0000
H 2.37 1.92 -1.85 0.0002
H 4.59 2.52 -0.97 0.0000
H 4.84 3.21 1.39 0.0001
H 2.87 3.26 2.89 0.0000
H 0.65 2.66 2.02 0.0000
H -0.03 3.81 -2.46 -0.0001
H -0.33 3.90 -4.91 0.0001
H -0.89 1.84 -6.15 -0.0001
H -1.29 -0.53 -6.22 -0.0001
H -1.30 -2.74 -5.09 0.0000
H -0.65 -2.93 -2.74 0.0006
C 2.81 -4.30 1.11 0.0001
C 3.36 -2.93 0.71 0.0003
O 4.79 -2.89 0.75 0.0003
P 2.63 -1.60 1.72 0.0016
O 3.43 -0.31 1.36 0.0007
O 2.96 -1.90 3.23 0.0000
O 1.15 -1.55 1.49 0.0029
P 2.88 -2.46 -1.01 0.0072
O 3.73 -3.44 -1.94 0.0010
O 3.26 -1.02 -1.19 0.0450
O 1.43 -2.85 -1.17 0.0020
H 3.10 -4.54 2.13 0.0000
H 3.22 -5.05 0.44 0.0000
H 1.73 -4.31 1.03 0.0001
H 5.08 -3.12 1.64 0.0000
H 3.51 -0.28 0.37 0.0000
H 2.18 -1.78 3.80 0.0000
H 4.66 -3.21 -1.92 0.0002
```

***

3.
Computed, not measured: C32H31N4O5S2Ti as an isolated structure, with the ωB97M-V functional and the def2-TZVPD basis.

Summary:
Calculated total energy = -3479.0150 Eh
Maximum force = 3.17 eV Å⁻¹
Highest occupied orbital energy (spin up / spin down) = -7.201 / -8.273 eV
Multiplicity = 2
<S²> = 0.75
ΔE to the lowest compared entry with this formula, charge and spin = 42.1 kJ/mol
Gap between HOMO and LUMO (spin up / spin down) = 6.79 / 7.86 eV
Total charge = 0

The geometry in XYZ format:
```
75
Properties=species:S:1:pos:R:3:lowdin_spin:R:1
Ti -0.66 0.68 -1.41 0.9283
C -2.71 1.15 2.72 0.0014
C -2.00 1.61 1.46 0.0115
N -1.23 0.77 0.85 -0.0052
N -1.12 -0.51 1.50 -0.0001
C -1.31 -1.45 0.66 0.0046
S -1.89 -1.45 -1.04 0.0100
S -0.81 -3.12 1.02 -0.0001
C -0.33 -3.11 2.77 -0.0003
C -1.37 -2.76 3.79 0.0000
C -0.92 -2.82 5.11 0.0000
C -1.80 -2.60 6.15 0.0000
C -3.08 -2.18 5.84 0.0000
C -3.55 -2.07 4.57 0.0000
C -2.67 -2.39 3.51 0.0000
C -2.23 2.92 0.90 -0.0002
C -2.49 4.05 1.66 0.0022
C -2.62 5.35 1.13 -0.0012
C -2.39 5.50 -0.20 0.0017
C -2.15 4.38 -1.00 -0.0016
C -2.03 3.15 -0.50 0.0004
O -1.75 2.14 -1.29 -0.0097
H -3.33 0.30 2.53 0.0005
H -3.26 1.97 3.21 0.0000
H -1.83 0.87 3.45 0.0006
H 0.53 -2.41 2.87 0.0000
H 0.10 -4.08 3.03 0.0000
H 0.06 -3.05 5.44 0.0000
H -1.55 -2.67 7.21 0.0000
H -3.80 -2.04 6.57 0.0000
H -4.61 -1.96 4.28 0.0000
H -3.09 -2.50 2.51 0.0000
H -2.62 3.88 2.70 0.0001
H -2.82 6.10 1.84 -0.0001
H -2.36 6.51 -0.63 0.0001
H -1.94 4.47 -2.09 -0.0001
O 0.99 -0.44 -0.90 -0.0031
C 1.63 0.58 -0.50 0.0118
O 1.18 1.70 -0.68 0.0075
C 2.93 0.42 0.27 0.0000
C 3.31 -0.81 0.90 0.0011
C 4.55 -0.95 1.56 -0.0003
C 5.43 0.17 1.68 0.0015
C 5.07 1.31 1.01 0.0000
C 3.87 1.43 0.37 0.0014
N 5.85 2.53 1.34 0.0000
O 6.62 2.52 2.25 0.0000
O 5.59 3.49 0.66 -0.0001
H 2.68 -1.70 0.72 0.0000
H 4.55 -1.81 2.25 0.0000
H 6.32 0.26 2.34 0.0001
H 3.57 2.36 -0.08 0.0001
C 1.93 -2.31 -3.44 0.0002
N 0.54 -2.29 -3.02 0.0006
C 0.19 -3.64 -2.41 0.0005
C -0.43 -1.83 -4.09 0.0018
C -0.22 -0.40 -4.48 0.0079
C -0.26 -0.17 -5.87 -0.0025
C -0.06 1.13 -6.32 0.0092
C 0.14 2.16 -5.45 -0.0007
C 0.01 1.90 -4.09 0.0123
C -0.24 0.62 -3.58 0.0052
H 2.54 -2.41 -2.57 0.0000
H 2.20 -1.31 -3.88 0.0001
H 2.10 -3.17 -4.17 0.0000
H 0.51 -1.66 -2.20 0.0004
H 0.12 -4.36 -3.27 0.0000
H -0.78 -3.50 -1.94 0.0004
H 0.99 -3.94 -1.73 0.0000
H -1.46 -1.96 -3.66 0.0007
H -0.40 -2.53 -4.94 0.0000
H -0.46 -1.04 -6.55 -0.0004
H 0.04 1.23 -7.36 0.0008
H 0.49 3.12 -5.86 -0.0003
H 0.01 2.68 -3.39 0.0013
```

***

4.
Computed, not measured: C32H32AsF6N2O5ReS2 as an isolated structure, with the ωB97M-V functional and the def2-TZVPD basis.

Summary:
Calculated total energy = -5433.6610 Eh
Maximum force = 1.35 eV Å⁻¹
Highest occupied orbital energy (spin up / spin down) = -11.154 / -10.690 eV
Multiplicity = 2
<S²> = 0.77
ΔE to the lowest compared entry with this formula, charge and spin = 0.0 kJ/mol
Gap between HOMO and LUMO (spin up / spin down) = 8.13 / 7.72 eV
Total charge = +1

The geometry in XYZ format:
```
81
Properties=species:S:1:pos:R:3:lowdin_spin:R:1
Re 0.66 -0.39 0.97 0.9854
F -1.16 -2.03 3.09 -0.0007
C -0.91 -3.33 2.96 -0.0001
F -2.05 -3.98 2.81 0.0000
F -0.27 -3.77 4.03 0.0000
S 0.14 -3.68 1.44 0.0007
O 0.04 -2.44 0.58 0.0030
O -0.41 -4.86 0.90 -0.0001
N 1.62 -3.82 1.95 0.0000
S 2.53 -2.54 1.81 0.0102
O 2.95 -2.20 0.48 0.0252
O 1.91 -1.36 2.51 0.0192
C 4.03 -3.04 2.77 0.0000
F 3.72 -3.31 4.02 -0.0002
F 4.88 -2.02 2.72 0.0002
F 4.55 -4.10 2.19 0.0007
C -0.66 1.82 3.77 -0.0004
C -0.71 3.00 2.80 -0.0008
C -1.83 2.85 1.78 -0.0009
C 0.60 3.39 2.14 -0.0106
C 0.96 4.74 2.19 0.0013
C 2.14 5.20 1.65 -0.0103
C 3.02 4.31 1.06 0.0012
C 2.73 2.96 0.97 -0.0101
C 3.79 2.04 0.38 -0.0006
C 3.37 1.37 -0.93 0.0011
C 4.32 1.03 1.40 0.0018
C 1.49 2.53 1.47 -0.0065
N 1.11 1.19 1.27 -0.0954
H -1.54 1.86 4.42 -0.0001
H 0.22 1.86 4.42 0.0001
H -0.68 0.86 3.27 0.0002
H -0.95 3.88 3.41 -0.0001
H -1.69 1.96 1.16 -0.0003
H -1.89 3.71 1.12 0.0000
H -2.79 2.75 2.28 0.0000
H 0.29 5.42 2.69 0.0002
H 2.38 6.25 1.71 -0.0006
H 3.97 4.67 0.67 0.0002
H 4.62 2.71 0.14 0.0000
H 2.60 0.63 -0.76 0.0019
H 4.23 0.86 -1.37 0.0000
H 3.01 2.11 -1.65 0.0001
H 3.55 0.35 1.74 0.0021
H 4.73 1.54 2.27 0.0001
H 5.12 0.44 0.95 0.0000
O -0.90 -0.01 -0.15 0.0691
As -1.60 -0.64 -1.58 0.0104
C -0.42 -1.88 -2.39 0.0022
C -0.86 -3.13 -2.80 0.0007
C 0.05 -4.01 -3.36 0.0000
C 1.38 -3.63 -3.52 0.0001
C 1.80 -2.37 -3.13 -0.0003
C 0.90 -1.48 -2.57 -0.0005
C -1.83 0.87 -2.69 0.0022
C -2.72 0.85 -3.77 0.0005
C -2.81 1.95 -4.59 0.0002
C -2.02 3.07 -4.35 -0.0001
C -1.13 3.08 -3.29 0.0000
C -1.03 1.98 -2.45 0.0000
C -3.23 -1.42 -1.09 -0.0003
C -3.26 -2.74 -0.61 -0.0002
C -4.45 -3.27 -0.16 0.0000
C -5.61 -2.50 -0.18 -0.0002
C -5.58 -1.19 -0.65 0.0000
C -4.39 -0.65 -1.10 -0.0003
H -1.89 -3.43 -2.68 0.0000
H -0.27 -4.99 -3.68 0.0000
H 2.09 -4.33 -3.95 0.0000
H 2.83 -2.07 -3.26 0.0000
H 1.23 -0.50 -2.28 -0.0006
H -3.32 -0.03 -3.98 0.0000
H -3.50 1.94 -5.43 0.0000
H -2.09 3.93 -5.00 0.0000
H -0.51 3.95 -3.10 0.0000
H -0.35 2.00 -1.60 -0.0001
H -2.36 -3.34 -0.58 0.0000
H -4.48 -4.28 0.21 0.0000
H -6.54 -2.92 0.17 0.0000
H -6.48 -0.60 -0.65 0.0000
H -4.36 0.38 -1.43 0.0000
```

***

5.
Computed, not measured: a 4-piece molecular cluster, C32H32BClNO19P overall, with the ωB97M-V functional and the def2-TZVPD basis.

Summary:
Calculated total energy = -3549.3743 Eh
Maximum force = 2.14 eV Å⁻¹
Highest occupied orbital energy = -7.993 eV
Gap between HOMO and LUMO = 5.66 eV
Total charge = 0

The geometry in XYZ format:
```
87
Properties=species:S:1:pos:R:3:mulliken_charge:R:1
C -3.60 0.06 0.49 -0.9096
C -4.20 0.01 -0.91 0.7496
O -4.69 1.00 -1.39 -0.5142
O -4.16 -1.14 -1.66 -0.3775
C -3.22 -1.06 -2.74 -0.7930
C -1.76 -1.42 -2.30 -0.5473
C -1.84 -2.46 -1.17 0.1667
C -0.44 -3.07 -0.83 -1.3793
C -0.38 -3.57 0.61 0.3862
C -0.98 -4.77 0.87 -0.3690
C -0.97 -5.33 2.17 0.3739
C -1.68 -6.65 2.38 -0.8678
B -3.19 -6.56 1.82 0.6222
O -3.48 -6.75 0.46 -0.6070
O -4.26 -6.30 2.65 -0.5128
C -0.30 -4.63 3.18 -0.1127
C -0.23 -5.24 4.60 0.0056
O 0.93 -5.42 5.02 -0.6881
O -1.28 -5.55 5.18 -0.7190
C 0.27 -3.42 2.85 0.7285
Cl 1.07 -2.57 4.15 -0.1310
N 0.23 -2.88 1.61 -0.0213
P 0.94 -1.27 1.17 0.2831
C 2.76 -1.66 1.16 -0.8979
O 0.64 -0.18 2.35 -0.5130
H -3.79 -0.90 0.98 0.3877
H -3.97 0.92 1.05 0.3912
H -2.50 0.16 0.42 0.0768
H -3.27 -0.06 -3.20 0.3908
H -3.54 -1.77 -3.51 0.3580
H -1.18 -0.53 -2.03 0.2621
H -1.30 -1.90 -3.18 0.3891
H -2.26 -2.08 -0.24 -0.0754
H -2.47 -3.29 -1.52 0.3207
H -0.34 -3.98 -1.45 0.5075
H 0.40 -2.42 -1.11 0.1813
H -1.46 -5.30 0.05 1.0642
H -1.17 -7.40 1.76 0.1723
H -1.74 -6.92 3.45 0.3491
H -3.52 -5.89 0.01 0.3457
H -4.09 -5.51 3.18 0.3237
H 3.01 -2.56 1.74 0.3704
H 3.32 -0.78 1.52 0.3364
H 3.00 -1.78 0.09 0.1759
H 1.51 0.04 2.78 0.4657
C -2.27 5.54 -0.28 -1.2563
C -2.74 6.69 0.21 0.4823
C -4.21 6.99 0.25 0.9765
O -4.58 8.05 0.72 -0.6199
C -5.12 6.00 -0.30 -0.9128
C -4.65 4.84 -0.79 0.3506
C -3.18 4.53 -0.80 1.0708
O -2.80 3.47 -1.25 -0.5379
O -5.46 3.92 -1.30 -0.5550
O -1.93 7.64 0.70 -0.5739
H -1.21 5.31 -0.30 0.5258
H -6.18 6.23 -0.28 0.4410
H -4.88 3.18 -1.59 0.2992
H -2.52 8.36 0.99 0.3520
C 4.35 2.83 3.13 -1.0204
C 5.08 3.90 2.75 0.3833
C 4.61 4.83 1.67 0.9613
O 5.30 5.78 1.39 -0.5944
C 3.35 4.53 1.01 -0.8130
C 2.63 3.47 1.38 0.1882
C 3.08 2.56 2.48 0.8542
O 2.37 1.61 2.78 -0.6413
O 1.47 3.16 0.79 -0.4840
O 6.24 4.18 3.32 -0.5589
H 4.67 2.16 3.91 0.4651
H 3.03 5.20 0.22 0.4711
H 1.15 2.35 1.24 0.2977
H 6.56 5.00 2.88 0.3563
C 3.56 1.31 -4.56 -0.8778
C 3.00 0.74 -3.48 0.2668
C 3.49 -0.57 -2.95 0.7493
O 2.96 -1.03 -1.95 -0.4023
C 4.58 -1.24 -3.64 -1.1226
C 5.14 -0.67 -4.72 0.4527
C 4.67 0.65 -5.25 1.0069
O 5.22 1.13 -6.22 -0.5980
O 6.13 -1.25 -5.39 -0.5622
O 1.99 1.31 -2.83 -0.5074
H 3.22 2.25 -4.96 0.4707
H 4.91 -2.19 -3.25 0.4550
H 6.35 -0.64 -6.12 0.3542
H 1.77 0.70 -2.10 0.2583
```

***

6.
Computed, not measured: C32H32BrN3Sc as an isolated structure, with the ωB97M-V functional and the def2-TZVPD basis.

Summary:
Calculated total energy = -4737.7057 Eh
Maximum force = 0.52 eV Å⁻¹
Highest occupied orbital energy = -3.899 eV
ΔE to the lowest compared entry with this formula, charge and spin = 104.4 kJ/mol
Gap between HOMO and LUMO = 6.56 eV
Total charge = -1

The geometry in XYZ format:
```
69
Properties=species:S:1:pos:R:3:mulliken_charge:R:1
Sc -0.27 -0.15 0.83 -0.6311
Br -0.52 -3.19 2.30 -0.1734
C 1.25 -3.28 2.91 0.5383
C 1.66 -4.39 3.60 -0.6418
C 2.99 -4.47 4.07 -0.4132
C 3.86 -3.45 3.83 -0.8769
C 3.44 -2.29 3.12 1.0435
C 4.37 -1.24 2.88 -0.7659
C 3.97 -0.14 2.19 -1.3021
C 2.64 -0.05 1.71 -0.0498
C 1.67 -1.01 1.91 -0.2291
C 2.11 -2.17 2.64 0.8070
H 0.97 -5.20 3.78 0.3881
H 3.31 -5.35 4.62 0.3606
H 4.88 -3.50 4.19 0.3089
H 5.38 -1.35 3.26 0.3064
H 4.67 0.67 2.00 0.4322
H 2.39 0.86 1.16 0.2600
C -4.21 -1.37 0.33 -1.6277
C -3.52 -0.13 0.92 1.6077
C -4.11 0.15 2.30 -1.7147
C -3.80 1.07 0.00 -1.2867
N -2.10 -0.36 1.03 -0.3992
H -5.30 -1.24 0.23 0.4524
H -4.02 -2.24 0.97 0.2748
H -3.81 -1.59 -0.66 0.3050
H -5.19 0.32 2.27 0.3998
H -3.63 1.04 2.72 0.3138
H -3.90 -0.68 2.98 0.3438
H -4.87 1.28 -0.12 0.4405
H -3.37 0.89 -0.99 0.1418
H -3.31 1.96 0.41 0.2178
C 0.83 1.87 -4.38 -0.5585
C -0.05 2.74 -3.74 -0.5910
C -0.21 2.70 -2.37 -0.0608
C 0.51 1.78 -1.59 -0.2933
C 1.39 0.92 -2.24 -0.2507
C 1.55 0.96 -3.62 -0.5762
N 0.33 1.66 -0.20 1.0589
C 0.36 2.80 0.57 0.0382
C 0.98 4.01 0.22 -0.4676
C 1.03 5.08 1.10 -0.6276
C 0.48 5.00 2.37 -0.5248
C -0.14 3.81 2.74 -0.7670
C -0.21 2.74 1.86 -0.1809
H 0.95 1.90 -5.46 0.3799
H -0.62 3.45 -4.32 0.3455
H -0.91 3.36 -1.88 0.5405
H 1.96 0.21 -1.65 0.3573
H 2.22 0.26 -4.10 0.3795
H 1.44 4.10 -0.76 0.4334
H 1.53 5.99 0.78 0.3423
H 0.53 5.84 3.05 0.3737
H -0.59 3.71 3.72 0.4052
H -0.77 1.87 2.19 0.3531
N -0.45 -1.76 -0.96 -0.0581
C -0.44 -1.83 -2.36 0.1298
C -1.35 -1.08 -3.09 0.0777
C -1.32 -1.09 -4.47 -0.6197
C -0.38 -1.86 -5.15 -0.5683
C 0.53 -2.61 -4.42 -0.5616
C 0.51 -2.60 -3.03 -0.5625
H 0.00 -2.54 -0.49 0.1418
H -1.37 -1.58 -0.52 0.1271
H -2.07 -0.46 -2.55 0.4008
H -2.03 -0.48 -5.02 0.3912
H -0.36 -1.86 -6.23 0.3753
H 1.27 -3.21 -4.94 0.3715
H 1.23 -3.18 -2.47 0.4150
```